Entry 1:
{
  "formula": "C25H70N6O8",
  "method": "wB97M-V/def2-TZVPD",
  "charge": 4,
  "relative_energy_kj_mol": 0.0,
  "orbital_gap_ha": 0.3849,
  "max_force_ha_per_bohr": 0.0458,
  "spin_multiplicity": 1,
  "symbols": ["N", "O", "O", "O", "C", "N", "C", "C", "C", "C", "O", "H", "H", "H", "H", "H", "H", "H", "H", "H", "H", "H", "H", "H", "H", "C", "N", "C", "C", "C", "C", "O", "H", "H", "H", "H", "H", "H", "H", "H", "H", "H", "H", "H", "H", "H", "C", "N", "C", "C", "C", "C", "O", "H", "H", "H", "H", "H", "H", "H", "H", "H", "H", "H", "H", "H", "H", "C", "N", "C", "C", "C", "C", "O", "H", "H", "H", "H", "H", "H", "H", "H", "H", "H", "H", "H", "H", "H", "C", "N", "C", "C", "C", "C", "O", "H", "H", "H", "H", "H", "H", "H", "H", "H", "H", "H", "H", "H", "H"],
  "xyz": [[-0.205, -0.342, 0.138], [-1.200, -0.485, -0.607], [0.961, -0.226, -0.349], [-0.342, -0.347, 1.401], [-3.543, 0.405, 3.070], [-4.010, -1.033, 3.003], [-4.887, -1.314, 4.211], [-4.691, -1.234, 1.692], [-2.735, -1.897, 3.083], [-2.949, -3.382, 3.357], [-3.756, -3.975, 2.342], [-4.435, 1.008, 2.927], [-2.850, 0.540, 2.242], [-2.996, 0.497, 4.002], [-5.644, -0.537, 4.185], [-4.230, -1.281, 5.075], [-5.275, -2.322, 4.098], [-5.700, -0.839, 1.833], [-4.801, -2.260, 1.358], [-4.176, -0.617, 0.961], [-2.075, -1.423, 3.805], [-2.316, -1.739, 2.090], [-3.266, -3.560, 4.389], [-1.960, -3.842, 3.243], [-3.708, -4.914, 2.576], [4.377, 0.407, 5.795], [3.447, 1.576, 5.519], [2.099, 1.564, 6.194], [4.095, 2.853, 6.032], [3.302, 1.780, 4.016], [2.276, 0.863, 3.350], [2.588, 0.836, 1.988], [5.360, 0.690, 5.433], [3.950, -0.399, 5.207], [4.363, 0.232, 6.866], [1.587, 2.466, 5.879], [2.275, 1.506, 7.264], [1.587, 0.659, 5.874], [4.975, 3.033, 5.416], [4.470, 2.648, 7.033], [3.416, 3.697, 6.005], [4.303, 1.681, 3.598], [3.026, 2.826, 3.897], [1.295, 1.336, 3.468], [2.217, -0.127, 3.813], [1.882, 0.472, 1.418], [6.533, 0.544, -4.811], [5.246, 1.083, -4.220], [5.578, 1.984, -3.060], [4.636, 1.987, -5.280], [4.361, -0.079, -3.833], [2.992, 0.257, -3.320], [3.173, 0.821, -2.022], [7.281, 1.332, -4.842], [6.257, 0.222, -5.811], [6.924, -0.212, -4.135], [6.414, 2.635, -3.293], [5.812, 1.366, -2.195], [4.671, 2.527, -2.815], [4.355, 1.321, -6.089], [5.351, 2.763, -5.542], [3.789, 2.511, -4.844], [4.900, -0.588, -3.035], [4.374, -0.718, -4.715], [2.300, -0.582, -3.198], [2.391, 0.936, -3.936], [2.370, 0.864, -1.483], [-1.860, -2.595, -3.507], [-1.263, -3.800, -2.839], [-1.500, -5.033, -3.682], [0.223, -3.523, -2.705], [-1.840, -3.993, -1.453], [-3.348, -3.847, -1.280], [-3.956, -4.773, -2.182], [-2.895, -2.805, -3.772], [-1.324, -2.489, -4.449], [-1.781, -1.700, -2.896], [-1.101, -5.869, -3.111], [-0.840, -4.926, -4.542], [-2.536, -5.152, -3.970], [0.302, -2.563, -2.204], [0.642, -3.497, -3.707], [0.612, -4.391, -2.178], [-1.378, -3.139, -0.947], [-1.398, -4.913, -1.081], [-3.696, -2.832, -1.496], [-3.667, -4.179, -0.289], [-4.862, -4.943, -1.899], [-1.693, 4.489, -0.810], [-2.372, 3.150, -0.953], [-2.250, 2.463, 0.393], [-3.817, 3.359, -1.279], [-1.648, 2.202, -1.954], [-1.656, 2.774, -3.376], [-2.920, 2.527, -3.919], [-0.636, 4.287, -0.675], [-2.155, 5.017, 0.021], [-1.950, 5.080, -1.686], [-2.816, 1.535, 0.287], [-2.663, 3.084, 1.181], [-1.247, 2.067, 0.537], [-4.179, 3.944, -0.428], [-4.380, 2.434, -1.199], [-3.893, 3.922, -2.198], [-2.313, 1.348, -1.868], [-0.672, 2.015, -1.519], [-0.810, 2.239, -3.832], [-1.365, 3.829, -3.380], [-2.913, 2.742, -4.862]],
  "mulliken_charge": [0.985, -0.486, -0.884, -0.522, -0.688, 0.036, -0.885, -0.482, -0.089, -0.966, -0.456, 0.413, 0.063, 0.432, 0.411, 0.367, 0.353, 0.400, 0.275, 0.074, 0.399, -0.019, 0.474, 0.510, 0.319, -0.750, -0.223, -0.832, -0.890, -0.614, -0.143, -0.472, 0.366, 0.341, 0.381, 0.356, 0.406, 0.380, 0.401, 0.412, 0.419, 0.316, 0.382, 0.292, 0.247, 0.242, -0.805, -0.161, -0.947, -0.888, -0.717, 0.197, -0.433, 0.351, 0.431, 0.384, 0.408, 0.400, 0.395, 0.393, 0.390, 0.386, 0.356, 0.427, -0.034, 0.269, 0.234, -0.976, 0.065, -0.795, -0.799, -0.367, -0.241, -0.519, 0.379, 0.462, 0.255, 0.377, 0.404, 0.323, 0.275, 0.418, 0.353, 0.116, 0.426, 0.209, 0.290, 0.343, -0.897, 0.085, -1.052, -0.864, -0.217, -0.649, -0.526, 0.312, 0.427, 0.436, 0.266, 0.529, 0.384, 0.463, 0.305, 0.391, 0.228, 0.213, 0.411, 0.303, 0.366]
}

Entry 2:
{
  "formula": "C25H71NO10",
  "method": "wB97M-V/def2-TZVPD",
  "smiles": "COC[C@H](C)N.CC(C)O.CC(C)O.CC(C)O.CC(C)O.CC(C)O.CC(C)O.CC(C)O.O.O",
  "charge": 0,
  "relative_energy_kj_mol": 0.0,
  "orbital_gap_ha": 0.3584,
  "max_force_ha_per_bohr": 0.0365,
  "spin_multiplicity": 1,
  "symbols": ["C", "O", "C", "C", "C", "N", "H", "H", "H", "H", "H", "H", "H", "H", "H", "H", "H", "C", "C", "C", "O", "H", "H", "H", "H", "H", "H", "H", "H", "C", "C", "C", "O", "H", "H", "H", "H", "H", "H", "H", "H", "C", "C", "C", "O", "H", "H", "H", "H", "H", "H", "H", "H", "C", "C", "C", "O", "H", "H", "H", "H", "H", "H", "H", "H", "C", "C", "C", "O", "H", "H", "H", "H", "H", "H", "H", "H", "C", "C", "C", "O", "H", "H", "H", "H", "H", "H", "H", "H", "C", "C", "C", "O", "H", "H", "H", "H", "H", "H", "H", "H", "O", "H", "H", "O", "H", "H"],
  "xyz": [[5.745, -21.517, -0.078], [7.133, -21.684, 0.132], [7.731, -20.595, 0.784], [9.110, -21.041, 1.278], [9.062, -22.153, 2.327], [9.960, -19.927, 1.733], [5.575, -20.637, -0.715], [5.134, -21.416, 0.822], [5.461, -22.374, -0.691], [7.906, -19.738, 0.116], [7.136, -20.213, 1.626], [9.622, -21.466, 0.411], [8.401, -21.899, 3.160], [10.084, -22.333, 2.651], [8.637, -23.069, 1.916], [9.398, -19.342, 2.349], [10.195, -19.319, 0.955], [6.938, -26.828, -5.704], [6.212, -27.965, -4.996], [6.581, -27.979, -3.508], [4.804, -27.734, -5.129], [6.716, -26.925, -6.769], [8.023, -26.871, -5.600], [6.550, -25.863, -5.373], [6.468, -28.891, -5.514], [6.154, -28.795, -2.927], [6.337, -26.999, -3.100], [7.660, -28.169, -3.444], [4.621, -26.777, -4.966], [4.048, -21.572, -7.284], [5.346, -20.778, -7.432], [6.023, -20.563, -6.091], [6.273, -21.517, -8.224], [3.256, -21.011, -6.785], [4.149, -22.484, -6.683], [3.736, -21.987, -8.247], [5.150, -19.813, -7.917], [6.940, -19.989, -6.211], [6.205, -21.502, -5.573], [5.348, -19.941, -5.492], [5.943, -21.591, -9.126], [4.079, -23.729, 3.045], [2.598, -24.099, 2.889], [2.356, -24.803, 1.568], [2.242, -24.930, 3.985], [4.512, -23.371, 2.103], [4.697, -24.590, 3.317], [4.272, -22.956, 3.792], [2.030, -23.160, 2.896], [2.991, -25.689, 1.511], [2.628, -24.105, 0.773], [1.308, -25.068, 1.430], [2.866, -24.857, 4.705], [6.714, -26.890, 0.993], [5.444, -27.726, 1.038], [5.791, -29.197, 0.906], [4.772, -27.542, 2.299], [7.118, -26.925, -0.024], [7.554, -27.269, 1.587], [6.524, -25.863, 1.310], [4.805, -27.339, 0.245], [4.887, -29.789, 0.742], [6.250, -29.559, 1.827], [6.478, -29.399, 0.081], [5.461, -27.650, 2.965], [0.864, -20.625, -3.773], [-0.446, -19.934, -4.171], [-0.191, -18.609, -4.832], [-1.198, -20.747, -5.081], [1.500, -20.671, -4.660], [0.741, -21.658, -3.437], [1.388, -20.108, -2.968], [-1.074, -19.828, -3.279], [0.324, -18.682, -5.790], [0.307, -17.880, -4.196], [-1.179, -18.204, -5.077], [-1.522, -21.498, -4.575], [1.891, -28.070, -0.086], [0.874, -28.810, -0.962], [1.175, -30.328, -0.936], [-0.428, -28.495, -0.443], [2.868, -28.006, -0.589], [1.990, -28.471, 0.921], [1.723, -26.991, -0.056], [0.938, -28.555, -2.021], [1.118, -30.709, 0.089], [2.208, -30.354, -1.281], [0.481, -30.925, -1.521], [-0.419, -28.854, 0.453], [3.626, -23.228, -3.258], [4.098, -24.678, -3.325], [3.351, -25.552, -2.300], [3.850, -25.236, -4.615], [2.571, -23.075, -3.493], [4.157, -22.571, -3.946], [3.702, -22.955, -2.202], [5.152, -24.753, -3.052], [3.648, -25.294, -1.277], [3.518, -26.620, -2.435], [2.268, -25.392, -2.335], [2.891, -25.121, -4.765], [3.665, -29.833, -3.629], [3.580, -28.974, -4.081], [4.087, -29.622, -2.791], [1.272, -24.664, -5.594], [0.349, -24.863, -5.399], [1.281, -24.405, -6.524]],
  "mulliken_charge": [-0.480, -0.260, -0.721, 0.469, -1.277, -0.733, 0.376, 0.297, -0.006, 0.274, 0.328, 0.294, 0.301, 0.362, 0.243, 0.256, 0.280, -1.270, 0.414, -0.666, -0.553, 0.330, 0.396, 0.261, 0.379, 0.208, -0.111, 0.469, 0.399, -0.873, 0.564, -1.233, -0.562, 0.138, 0.117, 0.395, 0.187, 0.360, 0.230, 0.348, 0.316, -1.085, 0.553, -0.636, -0.574, -0.102, 0.335, 0.460, 0.223, -0.169, 0.216, 0.469, 0.322, -1.547, 1.845, -1.328, -0.546, 0.284, 0.395, 0.341, -0.775, 0.315, 0.350, 0.343, 0.363, -0.734, 0.412, -1.361, -0.571, -0.010, 0.270, 0.379, 0.269, 0.313, 0.367, 0.340, 0.320, -0.326, 0.161, -1.180, -0.583, -0.376, 0.613, 0.113, 0.291, 0.362, 0.199, 0.355, 0.374, -1.189, 0.773, -0.903, -0.783, 0.141, 0.209, 0.226, 0.299, 0.224, 0.077, 0.392, 0.307, -0.604, 0.348, 0.222, -0.511, 0.238, 0.242]
}